[1]
# C18H24BBaN8OS4

C18H24BBaN8OS4 as an isolated structure at a distorted geometry (ωB97M-V with the def2-TZVPD basis set, the OMol25 dataset).

```
57
Properties=species:S:1:pos:R:3
Ba -0.240 0.984 0.142
B 0.975 2.315 3.639
N 1.581 0.973 3.034
C 2.812 0.517 3.311
C 2.967 -0.741 2.762
C 1.744 -0.982 2.134
N 0.907 0.046 2.308
N -0.381 2.719 2.962
C -1.519 3.006 3.622
C -2.433 3.536 2.735
C -1.752 3.536 1.511
N -0.517 3.053 1.652
H 1.804 3.184 3.481
H 0.712 2.143 4.814
H 3.493 1.131 3.879
H 3.843 -1.365 2.776
H 1.433 -1.837 1.551
H -1.584 2.818 4.681
H -3.438 3.868 2.937
H -2.095 3.859 0.536
S -0.947 1.844 -2.740
C -1.573 0.340 -3.353
C -2.611 0.465 -4.376
N -3.434 0.578 -5.173
C -1.194 -0.924 -3.023
S 0.005 -1.390 -1.817
C -1.859 -2.047 -3.665
N -2.360 -2.983 -4.115
C 5.256 2.135 -3.745
N 4.155 1.198 -3.821
C 3.466 0.855 -4.981
C 2.487 0.005 -4.617
N 2.609 -0.175 -3.258
C 3.606 0.570 -2.744
S 4.019 0.719 -1.102
H 6.151 1.719 -4.209
H 5.452 2.321 -2.692
H 4.986 3.068 -4.240
H 3.728 1.259 -5.943
H 1.711 -0.474 -5.187
H 1.936 -0.665 -2.661
C -1.893 -3.472 3.075
C -2.123 -2.045 2.599
S -1.637 -1.812 0.892
O -2.100 -0.372 0.608
C -2.807 -2.849 0.041
C -4.256 -2.429 0.216
H -1.915 -3.514 4.163
H -0.919 -3.853 2.758
H -2.656 -4.155 2.699
H -1.480 -1.335 3.124
H -3.157 -1.713 2.706
H -2.599 -3.868 0.377
H -2.479 -2.783 -0.999
H -4.644 -2.669 1.208
H -4.864 -2.954 -0.521
H -4.373 -1.360 0.047
```

Properties
* orbital gap: 6.3 eV
* highest occupied orbital energy: -4.2 eV
* multiplicity: 1
* ΔE to the lowest compared entry with this formula, charge and spin: 20.42 kcal/mol
* total charge: -1

***

[2]
# C18H24Br2F4O14

A 6-piece molecular cluster, C18H24Br2F4O14 overall at a distorted geometry (ωB97M-V with the def2-TZVPD basis set, the OMol25 dataset).

```
62
Properties=species:S:1:pos:R:3
O 12.529 5.014 11.740
C 11.570 4.230 11.674
O 11.554 2.976 12.101
C 10.374 2.392 11.530
C 9.491 3.477 11.296
F 8.664 3.599 12.392
O 10.411 4.570 11.161
H 10.726 1.806 10.681
H 9.951 1.667 12.225
H 8.833 3.345 10.437
O 15.967 -2.544 11.018
C 14.974 -1.862 11.166
O 13.740 -2.226 10.807
C 12.749 -1.261 10.996
C 13.598 -0.111 11.481
F 13.129 0.305 12.675
O 14.961 -0.602 11.654
H 12.273 -1.148 10.022
H 11.922 -1.499 11.665
H 13.642 0.784 10.861
O 8.523 0.741 19.364
C 9.255 0.446 20.277
O 8.861 -0.143 21.483
C 10.049 -0.463 22.173
C 11.204 -0.078 21.236
F 11.676 -1.173 20.695
O 10.570 0.695 20.267
H 10.023 0.138 23.081
H 10.098 -1.498 22.513
H 12.143 0.330 21.612
O 10.138 -1.046 13.258
C 9.888 -1.119 14.430
O 8.795 -0.676 14.992
C 8.879 -0.737 16.371
C 10.183 -1.321 16.695
F 10.029 -2.335 17.518
O 10.680 -1.624 15.424
H 8.790 0.294 16.712
H 8.146 -1.431 16.780
H 10.839 -0.598 17.181
C 9.604 2.929 17.009
C 9.980 2.551 15.570
O 11.081 3.260 15.222
C 12.326 2.711 15.477
C 13.474 3.721 15.283
O 12.552 1.566 15.877
H 10.380 2.612 17.705
H 8.716 2.365 17.296
H 9.378 3.977 17.206
H 10.063 1.493 15.320
H 9.221 2.835 14.841
H 14.421 3.420 15.730
H 13.290 4.584 15.922
H 13.677 3.938 14.234
Br 10.988 -5.720 17.956
C 11.695 -5.637 19.789
C 11.474 -4.214 20.248
Br 9.701 -3.864 21.166
H 12.760 -5.865 19.809
H 11.130 -6.281 20.463
H 11.553 -3.509 19.421
H 12.200 -3.842 20.971
```

Properties
* orbital gap: 10.8 eV
* SMILES string: O=C1OC[C@@H](F)O1.O=C1OC[C@@H](F)O1.O=C1OC[C@@H](F)O1.O=C1OC[C@@H](F)O1.CCOC(C)=O.BrCCBr
* highest occupied orbital energy: -10.4 eV
* multiplicity: 1

***

[3]
# C18H24CaN6O6Se

C18H24CaN6O6Se as an isolated structure at a distorted geometry (ωB97M-V with the def2-TZVPD basis set, the OMol25 dataset).

```
56
Properties=species:S:1:pos:R:3
Ca -0.777 -0.283 -0.014
C -0.898 0.883 4.571
N 0.210 1.233 3.705
C 1.124 2.196 4.269
C 0.281 0.715 2.475
O -0.526 -0.118 2.077
C 1.399 1.187 1.552
O 1.301 0.518 0.320
C 2.343 -0.319 -0.072
C 1.812 -1.747 -0.197
O 0.666 -1.997 0.141
N 2.645 -2.679 -0.689
C 3.982 -2.422 -1.174
C 2.154 -4.027 -0.909
H -0.522 0.534 5.535
H -1.485 0.100 4.097
H -1.528 1.760 4.718
H 1.781 1.708 4.996
H 0.550 2.969 4.782
H 1.729 2.677 3.508
H 2.385 1.046 2.010
H 1.228 2.251 1.333
H 3.173 -0.297 0.648
H 2.706 0.017 -1.054
H 4.433 -1.572 -0.671
H 3.980 -2.233 -2.251
H 4.601 -3.297 -0.977
H 1.116 -4.073 -0.587
H 2.744 -4.740 -0.331
H 2.224 -4.285 -1.968
N -2.149 2.772 2.028
C -1.826 3.506 0.805
C -0.913 2.626 -0.065
O 0.213 3.007 -0.378
O -1.420 1.519 -0.394
H -2.353 1.809 1.758
H -3.013 3.140 2.418
H -1.331 4.442 1.077
H -2.712 3.731 0.189
Se -5.498 2.309 0.542
C -4.435 0.975 0.482
N -3.708 0.025 0.421
O -2.326 -1.597 -0.240
C -3.487 -1.216 -0.155
N 1.319 -3.375 -5.529
C 0.592 -2.630 -5.047
C -0.245 -1.704 -4.393
C -1.273 -1.013 -5.043
C -2.015 -0.120 -4.296
C -1.713 0.069 -2.953
N -0.724 -0.575 -2.342
C -0.021 -1.443 -3.036
H -1.469 -1.180 -6.091
H -2.819 0.433 -4.751
H -2.266 0.761 -2.336
H 0.760 -1.978 -2.512
```

Properties
* orbital gap: 6.1 eV
* highest occupied orbital energy: -6.3 eV
* multiplicity: 1
* ΔE to the lowest compared entry with this formula, charge and spin: 102.76 kcal/mol